Entry 1:
{"formula": "C21H18NO8", "method": "the ωB97M-V functional and the def2-TZVPD basis", "molar_mass_g_mol": 412.37, "e_lumo_ev": -4.8812, "charge": 1, "homo_ev": -11.840, "orbital_gap_ev": 6.96, "largest_force_ev_per_a": 3.698, "elements": ["O", "O", "O", "O", "O", "O", "O", "O", "N", "C", "C", "C", "C", "C", "C", "C", "C", "C", "C", "C", "C", "C", "C", "C", "C", "C", "C", "C", "C", "C", "H", "H", "H", "H", "H", "H", "H", "H", "H", "H", "H", "H", "H", "H", "H", "H", "H", "H"], "coordinates": [[-1.373, 0.884, -1.406], [0.217, -6.353, -4.074], [-3.593, -1.951, 4.198], [0.025, 2.143, -2.253], [2.564, -2.959, -0.754], [-4.665, -0.718, 5.739], [2.903, 6.090, -4.313], [-1.336, -1.237, -0.597], [0.116, 1.240, 3.423], [0.215, -4.212, -3.099], [2.237, 3.838, -4.459], [0.754, -5.578, -3.315], [0.808, -3.361, -2.266], [-3.607, -1.005, 4.923], [-1.105, -0.617, 4.515], [0.499, 1.957, 2.337], [2.028, -3.740, -1.517], [1.515, 2.848, -3.939], [2.568, -5.103, -1.730], [1.416, 5.392, -2.630], [1.977, -5.956, -2.563], [-0.677, 0.440, 0.900], [2.246, 5.189, -3.846], [-1.069, -0.294, 2.024], [0.689, 3.052, -2.728], [0.696, 4.401, -2.113], [-2.453, 0.022, 4.987], [0.107, 1.599, 1.071], [-0.649, 0.146, 3.275], [-1.164, -0.064, -0.464], [-2.331, 0.457, 5.985], [-4.734, 0.250, 5.720], [1.434, 6.384, -2.196], [2.847, 3.707, -5.345], [1.103, 2.845, 2.523], [-2.156, 1.375, -1.104], [-0.346, -0.572, 5.306], [2.356, -6.956, -2.733], [0.407, 2.191, 0.208], [-1.689, -1.186, 1.973], [-1.222, -1.664, 4.216], [0.431, -2.362, -2.095], [3.461, -5.361, -1.174], [-0.678, -3.953, -3.654], [0.085, 4.532, -1.227], [0.396, 1.538, 4.352], [-2.745, 0.825, 4.290], [1.496, 1.856, -4.372]], "lowdin_charge": [0.0634, 0.1188, 0.1444, 0.0514, 0.0871, 0.1143, 0.1326, 0.1759, 0.1603, 0.0300, 0.0349, -0.3828, 0.0140, -0.4965, -0.0800, 0.0027, -0.3876, 0.0294, 0.0187, 0.0323, 0.0266, -0.0253, -0.3779, 0.0977, -0.3431, 0.0128, -0.0673, 0.0550, -0.1816, -0.4293, 0.1263, 0.1190, 0.1267, 0.1288, 0.1496, 0.1538, 0.1299, 0.1250, 0.1197, 0.1538, 0.1273, 0.0987, 0.1222, 0.1251, 0.1144, 0.1904, 0.1321, 0.1263]}

---

Entry 2:
{"formula": "C21H19AsCl3MoN3O2S2", "method": "the ωB97M-V functional and the def2-TZVPD basis", "molar_mass_g_mol": 686.76, "e_lumo_ev": [-7.4780, -7.3629], "charge": 2, "homo_ev": [-14.379, -14.250], "orbital_gap_ev": [6.90, 6.89], "largest_force_ev_per_a": 0.851, "elements": ["Mo", "As", "Cl", "Cl", "Cl", "S", "S", "O", "O", "N", "N", "N", "C", "C", "C", "C", "C", "C", "C", "C", "C", "C", "C", "C", "C", "C", "C", "C", "C", "C", "C", "C", "C", "H", "H", "H", "H", "H", "H", "H", "H", "H", "H", "H", "H", "H", "H", "H", "H", "H", "H", "H"], "coordinates": [[0.119, 0.374, 0.351], [2.649, 0.160, 1.094], [-0.156, 3.975, -2.456], [0.746, 5.215, 0.009], [2.677, 4.048, -1.789], [-0.515, -0.430, -1.782], [0.035, -0.829, 2.341], [1.413, 1.547, -0.937], [-0.026, 2.411, 0.425], [-2.861, -0.278, -0.454], [-2.946, -0.952, -2.643], [-2.110, -0.031, 0.715], [3.837, -0.568, 3.664], [3.737, -1.111, 4.940], [4.870, 1.836, 0.402], [3.682, -0.810, -1.391], [4.288, -1.739, -2.221], [4.530, -3.258, -0.364], [5.104, 4.119, 1.133], [1.490, -0.959, 3.345], [2.702, -0.504, 2.872], [1.377, -1.510, 4.612], [3.925, -2.337, 0.479], [3.513, -1.114, -0.038], [5.596, 3.019, 0.441], [3.887, 4.046, 1.800], [4.712, -2.959, -1.707], [2.516, -1.582, 5.404], [0.837, 2.578, -0.512], [3.656, 1.774, 1.075], [-2.236, -0.572, -1.601], [3.155, 2.870, 1.775], [1.056, 3.947, -1.151], [-3.859, -0.421, -0.354], [5.251, 0.977, -0.132], [6.548, 3.078, -0.069], [3.511, 4.903, 2.343], [5.674, 5.038, 1.157], [3.359, 0.145, -1.784], [5.189, -3.680, -2.358], [2.445, -2.002, 6.399], [4.863, -4.209, 0.031], [3.787, -2.568, 1.527], [4.613, -1.164, 5.571], [4.438, -1.512, -3.268], [2.212, 2.806, 2.309], [-2.188, -0.844, 1.328], [4.783, -0.197, 3.290], [-2.482, -1.132, -3.522], [-2.516, 0.765, 1.206], [-3.950, -1.057, -2.620], [0.424, -1.869, 4.980]], "lowdin_charge": [0.9794, 1.3157, 0.6798, 0.7081, 0.7214, 0.7607, 0.6925, -0.2493, -0.1605, -0.0171, 0.1666, -0.0925, -0.0607, -0.0345, -0.0844, -0.1161, -0.0532, -0.0500, -0.0508, -0.6351, -0.4133, -0.0839, -0.0813, -0.3660, -0.0526, -0.0680, -0.0466, -0.0330, -0.8056, -0.3753, -0.7163, -0.1180, -1.5344, 0.1798, 0.1038, 0.1200, 0.1182, 0.1208, 0.0995, 0.1190, 0.1243, 0.1184, 0.1042, 0.1226, 0.1174, 0.1121, 0.0623, 0.1233, 0.1300, 0.1368, 0.1461, 0.1154]}

---

Entry 3:
{"formula": "C21H19AuF6N3O7PS5", "method": "the ωB97M-V functional and the def2-TZVPD basis", "molar_mass_g_mol": 927.66, "e_lumo_ev": [-3.1699, -3.0756], "charge": 0, "homo_ev": [-9.220, -8.981], "orbital_gap_ev": [6.05, 5.91], "largest_force_ev_per_a": 1.807, "elements": ["Au", "S", "S", "S", "S", "S", "P", "F", "F", "F", "F", "F", "F", "O", "O", "O", "O", "O", "O", "O", "N", "N", "N", "C", "C", "C", "C", "C", "C", "C", "C", "C", "C", "C", "C", "C", "C", "C", "C", "C", "C", "C", "C", "C", "H", "H", "H", "H", "H", "H", "H", "H", "H", "H", "H", "H", "H", "H", "H", "H", "H", "H", "H"], "coordinates": [[-0.092, -0.848, -1.176], [1.170, -3.216, -0.050], [1.429, -2.595, -2.039], [-2.351, -1.488, -3.701], [4.003, 5.102, 0.720], [-2.080, 1.230, -3.227], [-1.149, -0.203, 0.944], [-4.339, 0.551, -2.088], [-3.856, 2.631, -1.807], [0.068, -1.409, -4.671], [-0.719, -3.422, -4.612], [-1.388, -2.048, -6.119], [-4.652, 1.957, -3.692], [-1.582, 2.375, -3.902], [0.017, -4.067, -0.036], [-3.573, -2.133, -4.024], [-1.873, -1.726, -2.348], [2.416, -3.781, 0.383], [0.943, -1.893, 0.616], [-1.467, 0.953, -1.933], [-2.293, 0.013, -4.167], [5.718, 3.181, 0.897], [1.706, 0.662, -0.923], [-3.843, 1.633, -2.697], [-1.442, -3.634, 3.145], [0.586, 2.974, 2.804], [-2.719, -3.885, 1.127], [-1.616, -1.808, 1.611], [-0.052, 0.805, 1.970], [3.528, 2.502, 0.082], [1.378, 1.943, -0.830], [-2.404, -2.591, 0.766], [2.062, 1.106, 3.095], [-2.731, 0.706, 0.814], [1.785, 2.453, 3.268], [2.250, 2.890, -0.333], [2.897, 0.264, -0.508], [-0.323, 2.166, 2.145], [-2.226, -4.413, 2.309], [-1.130, -2.330, 2.804], [1.155, 0.286, 2.447], [4.466, 3.522, 0.570], [3.839, 1.142, 0.003], [-1.021, -2.154, -4.846], [0.363, 4.021, 2.948], [4.795, 0.751, 0.315], [1.385, -0.752, 2.270], [-1.242, 2.595, 1.776], [0.389, 2.194, -1.183], [6.080, 2.248, 0.814], [-3.313, -4.497, 0.469], [6.341, 3.912, 1.199], [2.493, 3.102, 3.763], [1.953, 3.925, -0.266], [-2.600, 1.610, 0.226], [-2.430, -5.442, 2.566], [-0.506, -1.726, 3.447], [-3.447, 0.057, 0.312], [2.997, 0.698, 3.456], [-1.051, -4.052, 4.061], [-3.092, 0.948, 1.815], [3.101, -0.795, -0.584], [-2.712, -2.202, -0.195]], "lowdin_charge": [0.8149, 0.1184, 0.4608, 0.6156, 0.6969, 0.5968, 1.0374, 0.1209, 0.1311, 0.0964, 0.1470, 0.1548, 0.1636, -0.2412, -0.3386, -0.2282, -0.3969, -0.3301, -0.5175, -0.4332, -0.2784, 0.0908, 0.0073, -0.6583, -0.0619, -0.0700, -0.0651, -0.3668, -0.3284, -0.2240, -0.1051, -0.1092, -0.0625, -0.1999, -0.0677, -0.0256, -0.1191, -0.0859, -0.0599, -0.0756, -0.0919, -0.8089, 0.0167, -0.6869, 0.1125, 0.1118, 0.0868, 0.0989, 0.1025, 0.0967, 0.1159, 0.0974, 0.1107, 0.0769, 0.0297, 0.1106, 0.1038, 0.0496, 0.1138, 0.1089, 0.0700, 0.0844, 0.0863]}

---

Entry 4:
{"formula": "C21H19BBrF3N3O13S", "method": "the ωB97M-V functional and the def2-TZVPD basis", "molar_mass_g_mol": 701.17, "e_lumo_ev": -5.8006, "charge": 1, "homo_ev": -11.395, "orbital_gap_ev": 5.59, "largest_force_ev_per_a": 7.956, "elements": ["Br", "S", "F", "F", "F", "O", "O", "O", "O", "O", "O", "O", "O", "O", "O", "O", "O", "O", "N", "N", "N", "C", "C", "C", "C", "C", "C", "C", "C", "C", "C", "C", "C", "C", "C", "C", "C", "C", "C", "C", "C", "C", "B", "H", "H", "H", "H", "H", "H", "H", "H", "H", "H", "H", "H", "H", "H", "H", "H", "H", "H", "H"], "coordinates": [[-2.524, 6.389, 3.284], [0.374, 0.975, 0.557], [-1.262, -0.771, -0.838], [-0.085, -1.603, 0.946], [-1.867, -0.272, 1.406], [1.560, 0.616, -0.326], [4.362, -1.664, 4.712], [3.245, -0.328, 0.339], [-1.907, -4.374, -5.973], [-4.184, 1.548, -0.048], [-1.097, -7.358, -2.427], [6.542, -3.078, 3.896], [-0.825, -2.444, -4.383], [-4.848, 5.042, 2.535], [-2.015, 4.290, -0.557], [0.897, 1.027, 1.966], [-0.098, -5.412, -0.807], [5.375, -1.815, -0.483], [0.788, 5.012, 0.159], [-4.509, 5.083, -0.525], [-1.924, 3.320, 1.536], [6.024, -2.482, 1.682], [-2.791, 1.747, -2.253], [5.757, -2.433, 2.989], [-1.060, -6.232, -2.891], [-0.439, -3.872, -2.549], [-0.290, 2.576, -0.096], [-3.055, 3.338, 2.511], [0.455, 3.696, 0.835], [-1.538, -5.922, -4.243], [-0.799, -0.467, 0.453], [-0.895, -3.566, -3.908], [-0.716, 3.733, 1.975], [-0.515, -5.115, -2.069], [-3.631, 4.849, 2.733], [-3.406, 4.603, -0.624], [4.017, -0.997, 1.246], [4.588, -1.672, 3.514], [3.748, -0.951, 2.552], [-1.464, -4.678, -4.721], [5.171, -1.781, 0.718], [-1.829, 2.958, 0.082], [-3.000, 2.086, -0.656], [-3.613, 2.193, -2.911], [-3.940, 0.985, 0.734], [-0.043, -3.052, -1.963], [-2.600, 3.055, 3.538], [-2.719, 0.605, -2.421], [1.625, 5.383, 0.643], [-1.783, 2.169, -2.634], [2.913, -0.388, 2.948], [3.646, -0.522, -0.533], [-0.573, 4.048, 3.078], [6.868, -3.033, 1.288], [1.500, 3.411, 1.245], [-0.255, -6.371, -0.701], [-3.882, 2.581, 2.316], [0.093, 2.762, -1.157], [6.141, -2.891, 4.767], [-1.947, -6.738, -4.823], [-1.744, -3.417, -6.082], [-0.017, 5.622, 0.421]], "lowdin_charge": [0.7525, 0.8883, 0.1051, 0.0954, 0.0482, -0.2918, 0.1133, 0.0143, 0.0988, 0.1064, 0.1225, 0.1005, 0.0994, 0.0152, 0.0216, -0.2826, 0.0963, 0.1172, 0.0814, 0.2583, 0.0201, 0.0808, 0.0082, -0.2203, -0.3094, 0.0687, -0.1569, -0.0415, -0.2356, 0.0831, -0.4077, -0.3143, 0.1202, -0.2179, -0.6803, -0.1882, -0.1918, -0.3106, 0.0793, -0.2205, -0.3079, -0.2480, -0.3934, 0.1028, 0.1115, 0.1207, 0.1616, 0.0956, 0.1032, 0.0847, 0.1191, 0.1262, 0.1680, 0.1400, 0.1760, 0.1198, 0.1537, 0.1765, 0.1185, 0.1411, 0.1164, 0.0883]}

---

Entry 5:
{"formula": "C21H19BClN3O13PS", "method": "the ωB97M-V functional and the def2-TZVPD basis", "molar_mass_g_mol": 630.70, "e_lumo_ev": -4.5335, "charge": 1, "homo_ev": -11.745, "orbital_gap_ev": 7.21, "largest_force_ev_per_a": 8.367, "elements": ["Cl", "S", "P", "O", "O", "O", "O", "O", "O", "O", "O", "O", "O", "O", "O", "O", "N", "N", "N", "C", "C", "C", "C", "C", "C", "C", "C", "C", "C", "C", "C", "C", "C", "C", "C", "C", "C", "C", "C", "C", "B", "H", "H", "H", "H", "H", "H", "H", "H", "H", "H", "H", "H", "H", "H", "H", "H", "H", "H", "H"], "coordinates": [[-0.440, 3.560, 4.448], [-5.627, -0.846, 5.053], [-5.084, -0.204, 3.267], [-2.433, -3.493, 0.796], [-1.386, -2.583, -1.573], [1.675, -1.152, -5.335], [2.600, 2.825, -1.692], [7.135, 3.746, 0.918], [0.730, 1.204, -4.292], [1.481, -0.123, 0.185], [-5.771, -2.960, -3.301], [3.940, 5.149, -2.274], [2.508, -2.442, -0.863], [5.841, 1.380, 1.435], [1.297, 0.866, 1.890], [-6.834, -3.785, -0.908], [-2.998, 2.024, 3.999], [-0.992, 0.847, 3.276], [0.911, -0.827, 3.837], [4.189, 2.045, -0.123], [-3.394, 0.674, 3.444], [6.099, 3.542, 0.294], [4.436, 4.255, -1.343], [-1.488, 2.133, 3.902], [-2.055, -0.170, 2.922], [-5.484, -3.514, -1.032], [1.075, 0.596, -2.033], [1.659, -0.934, -3.970], [5.330, 2.287, 0.524], [-2.731, -2.882, -1.456], [1.121, 0.367, -3.485], [-4.655, -3.654, 0.005], [-3.221, -3.360, -0.135], [5.576, 4.499, -0.693], [-4.989, -3.061, -2.362], [2.087, -1.619, -1.668], [1.523, -0.330, -1.182], [2.110, -1.858, -3.120], [-3.559, -2.745, -2.494], [3.654, 3.013, -1.092], [0.418, 0.348, 2.959], [6.671, 1.785, 1.768], [3.619, 1.138, 0.036], [0.665, 1.538, -1.693], [2.506, -2.807, -3.459], [-3.216, -2.400, -3.461], [6.153, 5.399, -0.864], [-7.218, -3.610, -1.795], [3.106, 4.747, -2.603], [-6.007, 0.793, 2.727], [-5.001, -3.984, 0.976], [1.863, -0.935, 0.583], [1.299, -0.338, -5.735], [-1.988, -1.232, 2.434], [-3.666, 2.728, 4.413], [0.785, 1.104, 1.057], [-5.013, -1.298, 2.303], [1.912, -1.045, 3.640], [0.277, -1.636, 3.636], [-1.001, -2.764, -0.688]], "lowdin_charge": [0.6832, 0.1167, 0.3302, 0.0752, 0.0735, 0.0905, 0.0884, 0.1197, 0.1238, -0.0309, 0.1287, 0.0865, 0.1080, 0.0876, 0.0262, 0.0945, 0.0759, 0.0362, 0.1381, 0.0836, -0.2904, -0.3003, -0.2038, -0.4025, 0.0854, -0.2018, 0.0644, -0.2003, -0.1974, -0.2087, -0.2892, 0.0614, -0.3164, 0.0848, -0.2969, -0.3086, -0.1972, 0.0837, 0.0888, -0.2803, -0.4627, 0.1202, 0.1198, 0.1266, 0.1423, 0.1429, 0.1422, 0.1233, 0.1172, -0.0030, 0.1365, 0.1378, 0.1204, 0.1464, 0.1801, 0.1260, -0.0096, 0.0933, 0.0809, 0.1090]}